This record from the OMol25 dataset describes a cluster of 14 separate species, C65H160N14O26 in total. The level of theory is wB97M-V/def2-TZVPD.

Geometry as XYZ:
```
265
Properties=species:S:1:pos:R:3:forces:R:3
C 17.73528 24.19294 16.26460 0.1 0.6 -0.3
O 18.03481 23.51454 17.46404 -0.2 -1.1 -1.7
C 17.94356 24.28010 18.61187 -0.3 0.3 1.0
C 17.44755 23.35274 19.69834 -1.6 -0.2 0.0
N 16.06070 22.73058 19.24266 1.9 -1.1 2.0
H 15.36450 23.46186 19.21736 -0.6 0.7 0.0
H 16.32722 22.41084 18.32242 -0.8 -0.6 -0.6
C 15.55110 21.57628 20.23366 1.3 -0.8 -1.5
C 16.12186 20.15720 19.79094 -1.0 1.3 0.8
O 17.50392 20.23702 19.59316 1.3 0.4 -0.9
C 18.15238 19.10174 19.08523 1.0 -0.8 0.1
H 18.34874 25.08298 16.12464 0.2 0.4 0.4
H 16.69260 24.51030 16.27936 -0.2 0.0 -0.2
H 17.96522 23.62626 15.36232 -0.2 -0.6 0.4
H 17.23004 25.10312 18.57212 0.0 0.3 -0.5
H 18.95240 24.64064 18.81276 -0.2 0.4 0.7
H 17.15185 23.86516 20.61382 0.9 -0.1 0.2
H 18.17246 22.54048 19.75140 -0.5 -0.2 0.6
H 14.46304 21.52134 20.26854 0.1 0.4 -0.4
H 15.86324 21.80262 21.25320 0.2 0.2 -0.2
H 15.66288 19.78680 18.87430 -0.3 0.1 0.0
H 15.89160 19.52606 20.64926 -0.2 -0.3 0.1
H 17.70769 18.52525 18.27406 -1.2 0.2 0.1
H 18.44872 18.40223 19.86685 -0.5 -0.2 0.4
H 19.12300 19.29456 18.62826 0.0 1.1 0.2
C 20.60590 20.51200 16.86363 0.7 1.4 0.5
O 20.60326 19.40692 16.01522 -0.9 -0.4 -1.7
C 19.98464 19.75852 14.74606 -0.8 0.4 0.9
C 19.33064 18.57809 14.08680 -0.1 -2.0 0.9
N 18.58945 17.64540 15.11734 -0.7 0.3 -2.2
H 19.11898 17.65139 15.97738 0.8 -0.5 0.2
H 17.74142 18.11424 15.40224 -1.2 0.5 -0.1
C 18.26053 16.20104 14.50998 1.0 1.7 1.5
C 17.22026 16.22605 13.37466 -0.1 1.3 0.7
O 16.20194 17.17884 13.77054 0.5 -0.9 1.2
C 15.40234 17.72599 12.76980 1.0 0.9 -1.9
H 21.13080 20.27664 17.78948 -0.1 -0.3 -0.1
H 19.64182 20.96548 17.09386 -0.5 -0.5 0.0
H 21.14606 21.34416 16.41218 0.4 0.1 -0.2
H 20.59878 20.29338 14.02160 0.7 -0.4 0.1
H 19.18345 20.47878 14.91174 -0.2 0.1 0.5
H 20.02386 17.84428 13.67566 0.3 0.5 -0.4
H 18.61429 18.92710 13.34306 0.0 -0.2 0.1
H 18.01358 15.63232 15.40646 -0.3 -0.2 -0.3
H 19.27128 15.93486 14.20078 -0.3 -0.6 -0.4
H 16.78706 15.24186 13.19636 0.1 -0.1 0.2
H 17.75802 16.52225 12.47400 -0.3 0.3 -0.3
H 14.80166 17.01958 12.19684 -0.1 -0.2 0.2
H 16.08334 18.23012 12.08410 0.2 -0.3 -0.8
H 14.82936 18.61724 13.02566 -0.3 -0.5 1.2
C 16.89988 24.90682 12.16384 0.5 0.3 0.3
O 15.76244 24.20942 11.68768 0.2 -0.2 0.2
C 14.54270 24.87198 11.99524 0.8 -0.8 -0.5
C 13.46358 23.81178 12.16206 -0.1 -0.2 0.7
N 13.89952 22.73838 13.22094 -2.6 1.0 0.1
H 13.71522 21.82802 12.82422 0.5 -0.2 -0.4
H 14.88980 22.80352 13.40858 0.6 0.1 0.5
C 12.92646 22.70808 14.44790 0.7 0.9 -0.8
C 13.19734 23.83598 15.46990 -0.4 -0.5 0.3
O 13.58962 25.04634 14.85472 0.1 -0.1 -0.3
C 13.39898 26.21316 15.69000 -0.2 -1.2 0.0
H 17.83295 24.36870 11.99684 -0.3 -0.3 -0.3
H 16.85674 25.07800 13.23944 -0.3 -0.2 0.4
H 17.01186 25.90082 11.73078 -0.2 0.1 -0.4
H 14.28984 25.55232 11.18206 -0.3 0.1 0.0
H 14.69586 25.42986 12.91906 -0.4 0.0 0.1
H 13.11064 23.21408 11.32166 0.8 0.3 -0.5
H 12.55436 24.32776 12.47056 0.1 -0.2 0.6
H 12.95752 21.69010 14.83630 0.3 0.3 0.5
H 11.94330 22.81636 13.98990 0.1 0.2 -0.1
H 13.87516 23.45400 16.23328 0.7 0.2 -0.1
H 12.28054 23.99668 16.03714 -0.4 0.0 -0.1
H 13.98906 26.05528 16.59276 0.1 0.4 0.2
H 12.34426 26.26898 15.95938 -0.1 0.1 0.1
H 13.66520 27.11106 15.13234 0.2 -0.3 0.0
C 18.18410 16.26246 22.28338 -0.6 1.1 0.5
O 17.88805 14.88658 22.44506 1.1 0.0 0.7
C 18.99902 14.04758 22.15408 -1.1 -0.8 -0.9
C 19.02926 12.81998 23.11556 -0.3 1.6 0.3
N 18.66808 13.34086 24.53430 0.1 -1.5 -0.8
H 19.09710 14.24632 24.66152 0.4 0.2 0.5
H 17.67876 13.53124 24.60580 -0.6 0.3 -0.4
C 18.95502 12.30294 25.60412 0.7 -0.4 -0.8
C 18.13102 12.48548 26.83616 0.4 1.2 1.4
O 18.35288 13.82542 27.28780 -0.6 -0.4 -0.3
C 17.80689 14.01808 28.59590 0.9 1.2 0.5
H 17.52258 16.80720 22.95700 0.0 0.0 0.1
H 17.97716 16.69481 21.30444 -0.1 -0.6 -0.4
H 19.21933 16.51572 22.51200 0.1 -0.2 0.2
H 19.96539 14.54570 22.07580 0.0 0.3 0.6
H 18.76503 13.74246 21.13416 0.6 -0.8 -0.1
H 20.03156 12.39392 23.15976 -0.1 0.0 0.1
H 18.31587 12.04694 22.82988 -0.1 0.2 0.2
H 20.02946 12.31450 25.78728 -0.1 0.3 0.2
H 18.77976 11.34980 25.10522 -0.3 -0.1 0.2
H 18.48585 11.86136 27.65630 0.1 -0.7 -0.3
H 17.06482 12.28250 26.73570 -0.2 0.0 -0.4
H 18.01450 15.04900 28.88260 -0.4 0.3 -0.5
H 18.41156 13.52998 29.36024 -0.3 -0.9 -0.1
H 16.73588 13.83430 28.68126 0.1 -0.3 -0.2
C 20.88342 27.23366 18.18151 -1.5 1.9 3.0
O 21.66538 26.93108 17.14504 2.3 -1.8 -2.7
C 21.62596 25.53440 16.81584 0.2 0.6 -1.4
C 22.83642 25.24686 15.91224 -0.1 0.5 0.6
N 24.10736 25.59514 16.70422 -0.5 -2.9 -1.0
H 24.21460 26.59146 16.83050 0.2 0.3 -0.1
H 23.97588 25.16254 17.60738 0.2 0.2 0.7
C 25.28322 24.84476 16.04368 0.0 1.2 0.1
C 26.52106 25.01538 16.91215 -0.6 0.4 0.9
O 26.17820 24.61154 18.23730 -0.2 -1.0 -1.1
C 27.05170 25.11632 19.23172 -1.0 0.9 0.4
H 21.05224 28.25586 18.52020 0.4 0.3 -0.3
H 21.17018 26.69200 19.08287 -0.7 -0.6 0.2
H 19.82380 27.26364 17.92770 -0.4 -0.8 0.2
H 20.71616 25.27362 16.27512 -0.1 0.2 -0.4
H 21.57050 24.87368 17.68098 0.5 0.2 0.5
H 22.89948 25.78966 14.96912 -0.4 0.3 0.3
H 22.88664 24.20990 15.58010 0.0 -0.1 0.4
H 25.32666 25.37942 15.09480 0.7 -0.4 -0.2
H 25.01266 23.80314 15.87058 -0.3 0.2 0.2
H 26.70666 26.08872 16.95246 0.6 0.2 -0.2
H 27.40760 24.46544 16.59636 -0.1 0.1 -0.5
H 26.65868 26.11886 19.40076 0.5 0.4 0.5
H 28.10818 25.20640 18.97908 0.0 -0.5 -0.2
H 26.85466 24.52362 20.12502 0.5 0.0 -0.1
C 12.53884 16.61920 14.45688 0.2 -0.7 -0.7
C 12.64816 17.77748 15.44300 0.9 0.1 -0.3
N 12.37230 17.40933 16.89651 -1.1 -0.2 -0.3
C 10.92616 16.80488 16.98230 1.6 0.3 -0.1
C 13.35368 16.34016 17.42112 -0.3 0.2 0.0
C 14.82554 16.71522 17.34881 0.0 0.4 0.3
C 12.53986 18.62098 17.80745 0.0 1.3 -1.0
C 11.49458 19.70788 17.69732 -2.5 0.5 0.1
O 11.30098 20.45138 16.48703 1.3 -1.2 -0.3
C 10.28807 21.45658 16.55545 1.0 -0.3 -0.2
H 11.55018 16.30115 14.12598 -0.3 0.3 0.5
H 13.06778 15.70060 14.71090 0.0 0.0 0.7
H 13.03102 16.80034 13.50134 0.0 0.9 0.1
H 12.08436 18.65478 15.12582 -0.7 -0.3 0.5
H 13.65884 18.18564 15.44046 0.3 -0.3 0.1
H 10.16240 17.54803 16.75326 0.3 0.1 0.1
H 10.82792 16.40396 17.99112 -0.2 0.0 -0.2
H 10.91804 16.03708 16.20866 -0.2 -0.1 0.4
H 13.17952 15.37730 16.94082 -0.3 0.2 -0.2
H 13.02902 16.25374 18.45806 0.2 -0.2 0.0
H 14.97570 17.74790 17.66365 0.2 -0.1 0.1
H 15.32786 16.61978 16.38618 -0.4 -0.1 -0.2
H 15.35558 16.07394 18.05306 0.0 0.0 0.1
H 13.49262 19.09542 17.57230 0.3 -0.4 0.1
H 12.49550 18.32222 18.85476 0.2 -0.3 -0.1
H 11.54578 20.40618 18.53270 0.9 0.1 0.2
H 10.53578 19.24572 17.93232 -0.4 -0.3 -0.1
H 9.36940 21.02548 16.95332 -0.1 0.4 0.2
H 10.15129 21.79600 15.52872 -0.3 -0.1 0.0
H 10.71806 22.29240 17.10738 -0.6 0.1 0.5
C 15.68946 33.18422 23.90076 -0.6 -0.2 -0.2
C 15.20232 32.72290 22.56092 0.0 0.3 -1.2
C 16.11020 31.56610 22.14898 -0.3 -1.3 -1.2
C 15.64086 30.79488 20.88208 -1.6 -0.3 0.6
N 16.35922 29.47584 20.48616 -0.7 2.8 -1.3
C 17.55210 29.96922 19.61762 0.2 -1.8 0.8
C 17.21272 29.56090 18.21420 0.9 -0.2 -0.6
C 16.52014 28.22370 18.36891 -1.7 0.9 1.0
C 15.47272 28.67864 19.44086 1.5 -0.2 1.3
C 16.73154 28.65238 21.66796 0.5 -0.6 -0.1
H 16.75818 33.38610 23.82860 -0.1 0.2 0.5
H 15.46784 32.30044 24.49902 0.4 0.5 0.9
H 15.09450 34.04938 24.19334 0.4 -0.1 0.5
H 15.15066 33.55550 21.85934 0.4 0.0 -0.4
H 14.16150 32.40957 22.64228 0.0 -0.4 0.0
H 16.04513 30.89280 23.00370 0.3 -0.3 -0.1
H 17.16152 31.81180 21.99912 0.0 0.5 0.3
H 15.54170 31.42170 19.99588 0.8 0.1 -0.2
H 14.58814 30.54070 21.00574 -0.1 -0.4 0.5
H 18.31718 29.28816 19.99032 0.8 0.6 -0.1
H 17.77038 31.03574 19.67208 0.0 -0.3 0.7
H 18.12178 29.44422 17.62420 0.2 0.3 0.0
H 16.60814 30.33684 17.74462 -0.3 -0.2 -0.2
H 17.17526 27.45466 18.77817 0.1 0.0 -0.1
H 16.02281 27.86944 17.46600 0.0 -0.1 0.1
H 15.03142 27.91854 20.08552 -0.6 -0.2 -0.6
H 14.80208 29.42994 19.02388 -0.2 -0.4 0.1
H 15.91812 28.53074 22.38324 -0.2 0.3 -0.3
H 17.62138 29.03836 22.16526 -0.2 0.3 -0.1
H 16.99392 27.65694 21.30966 0.0 -0.1 -0.1
C 18.59198 20.80826 22.56706 -0.1 0.6 1.6
C 19.91932 21.20274 21.96978 0.1 0.1 -1.2
C 20.76021 22.26388 22.67148 0.7 0.5 -0.4
C 22.01152 22.60150 21.79344 -0.5 0.3 0.9
N 23.05148 23.51710 22.52294 1.4 -1.1 -1.2
C 24.44726 23.25080 21.85794 -0.5 -0.7 0.3
C 25.47052 23.43246 22.96558 0.8 0.2 0.4
C 24.70220 23.53536 24.29430 -0.3 -0.1 0.0
C 23.28396 23.04866 23.97734 0.3 1.9 -0.6
C 22.79016 25.05616 22.31030 -0.8 -2.2 0.4
H 18.09484 19.92880 22.15778 0.2 0.2 -0.2
H 17.91476 21.66236 22.56770 -0.2 0.0 -0.5
H 18.68382 20.67400 23.64484 0.2 -0.5 0.2
H 19.68367 21.52802 20.95648 0.2 0.2 -0.3
H 20.59840 20.36112 21.83332 -0.1 -0.4 0.1
H 21.08474 21.82580 23.61534 0.1 0.1 0.0
H 20.26709 23.20460 22.91636 -0.5 -0.1 -0.1
H 21.79290 23.04762 20.82324 -0.5 0.6 0.3
H 22.47942 21.67682 21.45558 0.5 -0.1 0.7
H 24.60528 23.84784 20.95978 -0.3 0.5 0.3
H 24.48226 22.22710 21.48524 -0.4 -0.1 0.3
H 26.12010 24.28250 22.75682 -0.2 0.2 0.3
H 26.16484 22.59920 23.07366 -0.2 -0.2 -0.5
H 24.69600 24.54450 24.70624 -0.1 0.0 -0.1
H 25.10642 22.88502 25.07004 0.2 0.1 -0.1
H 22.57282 23.61572 24.57804 -0.3 -0.7 0.1
H 23.20760 21.96324 24.04138 -0.3 0.2 -0.2
H 22.58242 25.01016 21.24126 0.0 0.9 0.2
H 23.63700 25.67062 22.61590 0.1 -0.4 -0.2
H 21.90962 25.31410 22.89870 -0.1 0.2 -0.2
C 16.94087 29.17046 14.57288 -0.9 0.2 -0.1
C 17.70838 27.89284 14.51262 1.0 -1.2 -0.5
C 19.24950 28.05766 14.47676 -0.6 0.3 0.3
C 19.73156 28.68576 13.17176 -0.1 -0.7 -0.7
N 21.22668 28.98122 13.06442 0.5 1.2 0.6
C 21.60290 29.63188 11.68332 -0.1 1.0 1.1
C 21.64014 28.50670 10.69586 -1.1 0.3 0.0
C 22.24242 27.36742 11.46992 0.6 -0.8 0.9
C 22.10560 27.71928 12.96770 -0.1 0.5 0.2
C 21.61150 29.88038 14.28942 0.8 -0.6 -1.7
H 17.00354 29.67554 15.53676 0.3 0.0 -0.1
H 15.89950 28.86660 14.46646 -0.2 0.4 -0.1
H 17.17204 29.87528 13.77420 -0.1 0.0 0.0
H 17.39472 27.25078 13.68952 -0.1 0.3 -0.4
H 17.43222 27.28058 15.37108 0.3 0.0 0.3
H 19.74612 27.11008 14.68546 0.0 0.0 0.0
H 19.36080 28.75642 15.30590 0.8 0.0 0.1
H 19.10740 29.55806 12.97778 0.7 0.5 0.0
H 19.54552 28.05054 12.30574 -0.2 -0.4 0.2
H 22.57798 30.09578 11.83208 0.3 -0.3 0.2
H 20.97642 30.48410 11.42000 -0.5 -0.3 0.3
H 22.13300 28.85120 9.78674 0.2 -0.4 0.1
H 20.61762 28.24098 10.42761 0.0 0.1 -0.3
H 23.32160 27.33496 11.32024 -0.1 -0.5 -0.4
H 21.78340 26.39056 11.31780 0.2 0.1 -0.5
H 23.10200 27.99702 13.31142 -0.2 0.4 0.3
H 21.76030 26.93048 13.63602 -0.4 0.1 -0.3
H 21.48500 29.29428 15.19968 -0.5 0.4 -0.1
H 21.11408 30.84312 14.17186 -0.6 -0.4 0.5
H 22.66774 30.14438 14.23680 0.1 -0.3 -0.3
N 15.98080 20.62537 15.95760 0.5 -0.5 -0.9
O 15.18410 21.10602 16.71926 -2.1 0.5 2.7
O 16.46016 19.49116 16.13488 0.4 -1.1 0.4
O 16.28174 21.27490 14.97752 1.2 0.9 -2.5
N 19.43114 26.18580 22.16094 0.8 3.2 3.6
O 19.27380 26.20726 23.40108 -0.3 -1.3 0.0
O 20.08984 27.13442 21.71232 1.2 0.9 -1.9
O 18.93630 25.36894 21.44664 -1.3 -2.9 -2.3
N 20.77888 24.17906 12.60078 0.2 -1.1 -1.3
O 21.97086 24.27238 12.90138 1.7 0.7 0.5
O 20.46755 23.99310 11.40840 -0.5 0.5 0.6
O 19.94659 24.19172 13.51252 -1.5 0.4 0.8
N 14.44604 19.58170 23.72692 -2.8 -0.2 2.0
O 14.81794 20.59970 23.22740 2.5 3.6 -2.7
O 14.74800 18.49492 23.24762 0.9 -2.3 -0.7
O 13.65684 19.69725 24.67492 -0.1 -1.2 0.8
N 13.69000 25.18822 20.78753 -1.4 0.3 4.2
O 13.65590 26.02056 21.77210 0.2 -1.2 -2.0
O 14.23334 25.48504 19.74692 2.2 1.3 -3.2
O 13.18780 24.06508 20.88538 -0.2 -0.4 0.3
```
Forces are in eV/Å.

LUMO level: -6.76 eV
total charge: +4
max |F|: 5.14 eV Å⁻¹
E_tot: -144033.8388 eV
orbital gap: 0.171 Ha
relative energy (zero: lowest compared OMol25 entry of this formula, charge and spin): 634.0 kJ/mol
2S+1: 1